2 unconnected molecules or ions with the total composition C2H7N6S, computed with the ωB97M-V functional and the def2-TZVPD basis.

The geometry in ORCA input format:
```
! wB97M-V def2-TZVPD RIJCOSX def2/J DEFGRID3
* xyz 1 1
C -1.24894 0.93926 0.36426
C 1.15827 1.13525 -0.02748
N -1.87719 2.03108 -0.02303
N -2.46594 2.93181 -0.35318
N 0.05116 0.71224 0.61239
N -2.19214 -2.15619 -0.78310
N 2.23055 0.54926 0.46059
N 3.34599 0.28773 -0.27803
S -2.60478 -0.09285 0.83263
H -0.03294 -0.17630 1.22318
H -2.92720 -2.61693 -1.31898
H -1.30920 -1.94009 -1.21009
H 2.30902 0.13131 1.44371
H -2.14615 -2.54140 0.18150
H 3.51971 0.80311 -1.19642
H 4.18980 0.00271 0.07203
*
```

The value obtained for the relative energy (zero: lowest compared OMol25 entry of this formula, charge and spin) is 3.4027 eV. As for the lowest unoccupied orbital energy (spin up / spin down): -6.27 / -6.05 eV. The orbital gap (spin up / spin down) is 5.6 / 6.1 eV. As for the HOMO energy (spin up / spin down): -11.9 / -12.1 eV.



C4H9NO in the gas phase, computed with the ωB97M-V functional and the def2-TZVPD basis.

The geometry in ORCA input format:
```
! wB97M-V def2-TZVPD RIJCOSX def2/J DEFGRID3
* xyz 0 1
C 2.28791 -0.23747 0.56939
C 1.29890 0.64688 -0.20511
C -0.11178 -0.05465 -0.01988
O -0.17804 -1.08581 0.63693
N -1.28665 0.41650 -0.52486
C -2.50765 -0.32900 -0.20577
H 1.66495 -1.03944 0.97713
H 3.04264 -0.69442 -0.06901
H 2.77924 0.26844 1.40103
H 1.28410 1.68337 0.16360
H 1.55858 0.76007 -1.26993
H -1.33369 1.24032 -1.10151
H -3.37276 0.22226 -0.57718
H -2.51070 -1.33264 -0.65133
H -2.61507 -0.46441 0.87650
*
```

The value obtained for the relative energy (zero: lowest compared OMol25 entry of this formula, charge and spin) is 0.7405 eV. As for the SMILES: CCC(=O)NC. As for the lowest unoccupied orbital energy: 0.94 eV. The orbital gap is 10.6 eV. As for the HOMO energy: -9.7 eV.



A molecular structure, C40H31AlFNO8SSi, computed with the ωB97M-V functional and the def2-TZVPD basis.

The geometry in ORCA input format:
```
! wB97M-V def2-TZVPD RIJCOSX def2/J DEFGRID3
* xyz -2 1
Al 1.04176 -0.27584 0.87512
O 0.30662 0.99663 4.28206
S 0.38653 1.06558 2.83906
O -0.11746 2.35355 2.35244
O -0.39888 -0.07658 2.20414
O 1.76550 0.80035 2.31859
C -1.60464 -7.28491 1.47765
C -2.50007 -6.32608 0.70250
C -3.91121 -6.32685 1.28501
C -4.81855 -5.47017 0.41549
C -4.23264 -4.09255 0.25671
C -5.05101 -3.00680 0.02115
C -4.50950 -1.73509 -0.11738
F -5.36460 -0.71203 -0.31665
C -3.16041 -1.51882 -0.07236
C -2.31808 -2.61152 0.15436
C -0.87066 -2.37751 0.20118
O -0.37009 -1.33868 -0.23369
C -0.11440 -3.45816 0.76407
C -0.67741 -4.67084 0.93012
N -1.98922 -4.95124 0.67727
C -2.84285 -3.90053 0.35596
C 1.31049 -3.19976 1.23665
O 2.05653 -4.16833 1.36669
O 1.54069 -1.98577 1.50716
H -2.09450 -8.25732 1.52741
H -1.43616 -6.92572 2.49367
H -0.64063 -7.42748 0.99192
H -2.55840 -6.68351 -0.33477
H -3.87026 -5.92702 2.30177
H -4.28617 -7.35074 1.32985
H -5.82021 -5.39759 0.84262
H -4.91653 -5.94442 -0.56698
H -6.12474 -3.13606 -0.03720
H -2.71907 -0.53398 -0.17602
H -0.04886 -5.46869 1.29473
O 0.43313 1.08459 -0.13180
Si -0.03673 2.60516 -0.25505
C -1.91042 3.02332 -0.14501
C -2.47644 4.06009 -0.88661
C -3.82219 4.38874 -0.77240
C -4.63764 3.67531 0.09349
C -4.10156 2.62357 0.82606
C -2.75816 2.29954 0.70111
C 0.05178 2.71203 -2.20391
C 0.66836 3.71580 -2.94963
C 0.71240 3.67561 -4.34064
C 0.12260 2.62354 -5.02413
C -0.51018 1.61422 -4.30560
C -0.53647 1.66447 -2.92055
C 1.06812 4.06336 0.26964
C 0.51437 5.17236 0.91496
C 1.30806 6.20007 1.39847
C 2.68844 6.14323 1.24512
C 3.25787 5.04592 0.61647
C 2.45414 4.01964 0.13452
H -1.84932 4.62484 -1.57043
H -4.24261 5.19880 -1.35992
H -5.68515 3.93712 0.20105
H -4.73706 2.06082 1.50175
H -2.32957 1.49530 1.28382
H 1.14048 4.54358 -2.42755
H 1.21811 4.45922 -4.89682
H 0.16350 2.58142 -6.10769
H -0.96932 0.78411 -4.83296
H -0.99708 0.85822 -2.35789
H -0.55867 5.20068 1.06603
H 0.85556 7.03638 1.92123
H 3.31349 6.94400 1.62575
H 4.33671 4.98655 0.51761
H 2.91334 3.15677 -0.33831
C 2.90217 -0.25302 0.03609
C 4.11842 -0.18559 -0.02404
C 5.53572 -0.11284 -0.09947
C 6.23435 0.96018 0.47686
C 7.61659 1.01155 0.43010
C 8.34338 0.00260 -0.19104
C 7.66451 -1.06178 -0.77169
C 6.28233 -1.12208 -0.72652
H 5.66088 1.73329 0.97192
H 8.14110 1.84537 0.88391
H 9.42676 0.03540 -0.20483
H 8.22476 -1.85065 -1.26207
H 5.74625 -1.95632 -1.15970
*
```

The value obtained for the relative energy (zero: lowest compared OMol25 entry of this formula, charge and spin) is 0.2730 eV. As for the lowest unoccupied orbital energy: 3.45 eV. The orbital gap is 6.1 eV. As for the HOMO energy: -2.7 eV.



A molecular structure, C12H26ClN5O6STi, computed with the ωB97M-V functional and the def2-TZVPD basis.

The geometry in ORCA input format:
```
! wB97M-V def2-TZVPD RIJCOSX def2/J DEFGRID3
* xyz 2 1
Ti -0.31959 -0.17327 0.07461
O -3.18925 -0.46316 1.90914
Cl -2.55561 0.62090 1.26102
O -3.26237 1.82848 1.32518
O -1.13348 0.76847 1.74730
O -2.25686 0.25019 -0.17668
N -0.73572 -1.99197 1.49528
C 0.50875 -2.52414 2.14924
C 1.34641 -1.40854 2.76254
C 1.76384 -0.37348 1.75530
O 2.35807 0.62179 1.97370
O 1.28039 -0.67589 0.45927
H -1.36446 -1.67922 2.22891
H -1.22082 -2.77350 1.06355
H 1.08374 -3.04752 1.39181
H 0.23730 -3.24156 2.91693
H 2.24950 -1.81379 3.21842
H 0.80548 -0.88339 3.55183
C -0.59535 -0.03940 -2.80786
C -0.73406 -0.69481 -4.21287
N -0.51843 -2.12952 -4.12372
C 0.79798 -2.40020 -3.56110
C 0.89949 -1.85411 -2.10834
N -0.38864 -1.12775 -1.76277
C -1.52663 -2.11940 -1.86549
C -1.55290 -2.73009 -3.29739
H -1.48535 0.52287 -2.54819
H 0.26402 0.61774 -2.77990
H -0.00343 -0.26235 -4.89304
H -1.72589 -0.50928 -4.61981
H 1.55174 -1.93152 -4.19037
H 0.97684 -3.47330 -3.56885
H 1.72366 -1.15799 -1.99631
H 1.02865 -2.65479 -1.38475
H -2.45226 -1.59946 -1.64781
H -1.36803 -2.89749 -1.12355
H -2.52289 -2.55382 -3.75776
H -1.39356 -3.80556 -3.25275
C -2.00314 5.01363 0.78890
N -1.38172 3.87078 0.12161
C -0.17676 3.40524 0.39614
S 0.45133 2.06375 -0.55101
N 0.57576 3.99852 1.29756
C 1.98463 3.71125 1.61968
H -3.01073 5.12894 0.40483
H -1.44831 5.93101 0.58652
H -2.06664 4.84642 1.86557
H -1.89200 3.41117 -0.61164
H 0.18428 4.81397 1.74588
H 2.23687 2.69918 1.32187
H 2.12406 3.81261 2.69243
H 2.63094 4.41929 1.10421
*
```

The value obtained for the relative energy (zero: lowest compared OMol25 entry of this formula, charge and spin) is 0.0000 eV. As for the lowest unoccupied orbital energy: -8.19 eV. The orbital gap is 6.4 eV. As for the HOMO energy: -14.5 eV.